Density functional theory data (ωB97M-V/def2-TZVPD) for 7 unconnected molecules or ions with the total composition C33H84N4O9S3 in a non-equilibrium geometry.

Properties
HOMO-LUMO gap ... 8.6 eV
LUMO level ... 0.48 eV
E_tot ... -92472.42609 eV
2S+1 ... 1
Energy relative to the best compared isomer or geometry (same formula, charge and spin) ... 0.0 kJ/mol
Strongest force on any atom ... 0.0388 Eh/bohr

XYZ file:
```
133
Properties=species:S:1:pos:R:3:forces:R:3:mulliken_charge:R:1
C 0.122157 5.306488 4.377275 -0.2 0.2 -0.2 -1.26
C -1.262548 5.101385 3.749935 1.4 0.3 0.3 -0.06
O -1.878987 3.973163 4.389424 -0.4 -1.0 -0.3 -0.31
S -1.654856 2.485854 3.774302 -0.6 -0.2 -0.3 1.13
C -3.299246 2.075056 3.165518 1.7 0.2 0.6 0.42
O -0.781173 2.612085 2.629986 -0.1 -0.1 0.7 -0.52
O -1.382897 1.569362 4.850968 0.2 0.9 -0.5 -0.65
H 0.102387 5.637615 5.415271 -0.3 0.1 0.0 0.34
H 0.656069 6.056347 3.789211 0.1 -0.1 0.1 0.37
H 0.665590 4.362947 4.378150 0.1 0.0 -0.3 0.31
H -1.890151 5.978958 3.889482 -0.3 -0.2 0.2 0.42
H -1.124481 4.960974 2.677861 -0.3 -0.3 0.0 0.13
H -3.928672 2.174057 4.043903 -0.5 0.2 -0.4 0.40
H -3.205527 1.033583 2.864328 -0.2 0.0 -0.1 0.01
H -3.408429 2.750928 2.326450 -0.8 0.0 0.1 -0.82
C 2.242121 3.206465 -2.894316 0.2 -1.5 -0.5 -1.19
C 3.171509 4.399765 -2.916007 -1.4 0.2 0.4 -0.33
O 4.501370 3.869502 -3.045531 0.8 1.3 -0.4 -0.19
S 5.519768 4.974798 -3.701672 -0.4 -0.7 1.0 1.16
C 6.983450 3.981842 -3.812208 1.0 0.4 -0.4 -0.99
O 5.083061 5.255052 -5.042690 0.2 0.2 0.7 -0.61
O 5.688099 6.018277 -2.710428 0.0 -0.7 -1.2 -0.63
H 2.601511 2.421200 -3.571366 -0.1 0.6 -0.7 0.33
H 1.207882 3.417802 -3.156697 0.0 0.2 0.1 0.38
H 2.273741 2.561547 -2.009592 -0.1 0.9 0.6 0.26
H 2.940704 5.135371 -3.692093 0.1 -0.6 -0.6 0.40
H 2.976521 5.032081 -2.041408 0.9 -0.4 0.5 0.31
H 7.476120 3.783011 -2.864315 -0.5 0.0 0.2 0.34
H 7.690168 4.606155 -4.367639 -0.2 0.3 0.1 0.47
H 6.911019 3.086791 -4.425009 -0.7 -0.1 0.2 0.26
C 3.244084 -10.762431 1.275642 0.3 1.1 -1.6 -1.07
C 2.049877 -9.847977 1.088815 -0.8 -0.2 1.3 -0.33
O 2.438433 -8.477943 0.868510 0.1 0.5 -1.4 -0.29
S 1.905404 -7.763121 -0.505029 0.7 0.4 1.0 1.14
C 2.254071 -6.071961 0.005384 -0.1 -0.5 -0.3 -0.91
O 2.768910 -8.132451 -1.611464 -1.2 0.1 1.0 -0.61
O 0.468707 -7.905290 -0.518132 0.8 -0.3 -0.7 -0.62
H 2.936356 -11.772617 1.520822 0.1 0.0 0.3 0.36
H 3.974179 -10.306206 1.940941 -0.2 -0.3 0.4 0.30
H 3.735544 -10.755490 0.295104 0.1 -0.4 0.1 0.28
H 1.356527 -10.192945 0.321203 0.2 0.0 -0.2 0.39
H 1.474653 -9.793512 2.018749 -0.1 -0.1 -0.1 0.29
H 1.418625 -5.755599 0.622538 0.1 0.0 0.1 0.36
H 2.287934 -5.457945 -0.891533 0.0 -0.1 -0.1 0.26
H 3.201402 -6.027154 0.534102 0.0 -0.1 0.0 0.43
C -7.091309 -2.877799 3.381695 -0.1 -0.6 -0.3 -1.12
C -6.541708 -1.471452 3.380169 0.3 0.3 -0.4 -0.86
N -5.361831 -1.254322 2.527461 1.2 0.2 0.7 0.26
C -4.186195 -1.990956 3.012220 -0.2 -0.6 0.5 -0.13
C -3.797160 -1.752105 4.479623 -0.5 0.1 0.3 -1.57
C -5.477876 -1.486503 1.095041 0.0 0.4 0.1 -0.07
C -6.777480 -0.950358 0.536983 -0.4 0.0 -1.1 -1.39
H -6.429847 -3.554065 3.927833 0.0 0.0 0.0 0.29
H -7.165589 -3.265690 2.361438 -0.1 0.0 0.1 0.26
H -8.076069 -2.946223 3.844891 0.0 0.1 0.0 0.41
H -7.258949 -0.726425 3.043176 -0.3 -0.2 0.2 0.48
H -6.292854 -1.229263 4.414256 0.2 0.3 -0.1 0.45
H -4.437809 -3.055725 2.882953 0.4 -0.2 0.1 0.70
H -3.284198 -1.860300 2.412098 -0.4 0.5 -0.4 -0.20
H -4.268215 -2.501453 5.119022 0.2 -0.1 0.1 0.34
H -2.721374 -1.759671 4.647103 0.0 -0.3 -0.2 0.39
H -4.131824 -0.798386 4.894946 -0.1 0.2 -0.4 0.36
H -5.267710 -2.529009 0.798053 -0.5 -0.2 0.2 0.34
H -4.636285 -0.947397 0.642921 -0.1 0.1 -0.1 0.13
H -6.925105 -1.237710 -0.510156 0.4 -0.1 0.0 0.42
H -6.793676 0.140442 0.515029 0.0 0.0 0.4 0.15
H -7.682797 -1.329391 1.008048 0.1 0.1 0.4 0.36
C -7.864643 3.923092 0.597094 0.1 0.9 -0.3 -0.92
C -6.782730 4.423131 -0.391528 -1.0 -1.5 0.2 -0.61
N -5.486027 4.555476 0.231994 0.3 0.0 -0.6 0.57
C -5.372692 5.667769 1.162107 -0.6 1.9 -0.3 -1.01
C -5.269302 5.282094 2.627507 0.3 -0.8 -0.4 -0.41
C -4.417046 4.544435 -0.754122 1.5 0.9 0.2 -1.01
C -3.062636 4.318203 -0.073411 0.2 -1.5 -0.1 -0.60
H -8.862776 4.133025 0.204353 0.0 -0.4 -0.3 0.39
H -7.875389 4.501112 1.523042 0.4 -0.2 0.1 0.29
H -7.723704 2.860902 0.776897 -0.1 0.0 0.3 0.02
H -6.650744 3.608763 -1.110091 -0.1 0.1 -0.2 0.34
H -7.215826 5.248791 -0.975827 0.6 0.5 0.2 0.36
H -4.585467 6.383526 0.886913 0.5 -0.6 0.0 0.45
H -6.213888 6.353924 0.967335 -0.4 -0.4 0.4 0.41
H -4.278715 4.850613 2.795662 -0.1 -0.1 0.1 -0.33
H -5.376235 6.079851 3.359369 -0.3 0.2 -0.2 0.45
H -6.010733 4.497150 2.778733 0.1 0.0 0.4 0.18
H -4.343249 5.481203 -1.332072 -0.3 0.2 0.1 0.29
H -4.488248 3.780320 -1.528342 -0.6 -0.3 0.3 0.48
H -3.158562 3.369382 0.464096 0.0 0.2 0.3 -0.11
H -2.654473 5.064334 0.604739 -0.4 0.3 -0.1 0.27
H -2.278112 4.033575 -0.778621 -0.1 0.6 -0.3 0.59
C -0.864655 1.487628 -0.807717 -0.6 -0.6 -0.3 -1.17
C -0.048538 0.404604 -0.144968 1.1 0.2 -0.6 -0.47
N 0.190741 -0.774186 -0.993213 0.3 0.5 0.2 0.25
C 1.212570 -1.587307 -0.363507 0.7 0.0 -1.0 -0.32
C 1.944546 -2.503987 -1.321059 0.0 -1.2 -0.6 -1.22
C -0.964183 -1.513965 -1.440420 -1.1 0.1 0.1 -0.94
C -1.776595 -2.192832 -0.311594 0.8 -0.7 -0.2 -0.48
H -1.891445 1.117046 -0.888984 -0.1 0.6 -0.1 0.28
H -0.463272 1.669920 -1.806982 -0.1 -0.2 -0.1 0.20
H -0.822707 2.440160 -0.286162 -0.1 -0.2 0.4 0.33
H 0.948151 0.849428 -0.066392 0.0 -0.2 0.5 0.35
H -0.374773 0.124271 0.863013 -0.2 0.2 0.1 0.22
H 2.019473 -0.923464 -0.044808 -0.4 0.2 0.5 0.38
H 0.870247 -2.188742 0.490631 -0.1 0.2 0.1 0.23
H 2.482709 -2.056162 -2.159775 0.0 0.7 0.4 0.23
H 2.665864 -3.067729 -0.721477 0.1 -0.1 -0.2 0.35
H 1.327340 -3.234350 -1.859277 -0.3 -0.1 0.5 0.37
H -0.670411 -2.201469 -2.235783 0.2 -0.3 0.3 0.42
H -1.664023 -0.867219 -1.978875 0.3 0.4 0.2 0.41
H -1.344570 -3.170581 -0.078116 -0.1 -0.1 0.0 0.31
H -2.816855 -2.358920 -0.585658 0.0 0.1 0.0 0.40
H -1.699019 -1.635811 0.621985 -0.3 0.3 -0.1 -0.08
C 5.863597 -1.689183 -1.136072 -1.3 0.9 -0.3 -1.39
C 7.195302 -1.085273 -1.492444 0.6 -0.7 0.5 -0.15
N 7.875183 -1.775017 -2.588087 0.7 -0.5 0.0 0.02
C 9.002419 -0.991449 -3.079843 0.1 0.0 -0.6 -0.83
C 8.636670 0.311764 -3.822387 0.2 0.4 0.7 -1.02
C 7.027324 -2.283094 -3.662859 -1.2 1.5 -0.6 -0.38
C 7.696487 -2.742105 -4.952944 0.3 0.4 -0.3 -1.43
H 5.489620 -1.218473 -0.222842 0.3 -0.4 0.3 0.47
H 5.849320 -2.775241 -1.088812 0.2 0.0 0.3 0.34
H 5.078344 -1.381462 -1.837622 0.2 -0.3 -0.3 0.28
H 7.131901 0.003598 -1.610116 -0.3 0.0 -0.4 0.23
H 7.832613 -1.210302 -0.609287 0.2 0.0 -0.1 0.29
H 9.561170 -1.623356 -3.770662 0.1 0.0 0.1 0.35
H 9.677310 -0.755500 -2.256185 -0.1 -0.1 0.1 0.42
H 7.739958 0.163596 -4.421917 0.1 0.2 -0.1 0.29
H 9.448781 0.710209 -4.433264 0.0 -0.5 -0.2 0.46
H 8.480859 1.125852 -3.107725 -0.4 -0.1 0.0 0.29
H 6.282915 -3.033256 -3.390826 0.5 -0.2 0.8 0.42
H 6.371963 -1.426063 -3.910315 -0.2 -0.2 -0.6 0.35
H 6.995661 -3.276267 -5.594574 -0.1 -0.3 0.3 0.40
H 7.982006 -1.897086 -5.586883 0.3 0.1 0.3 0.27
H 8.586014 -3.350899 -4.792597 -0.1 -0.2 0.1 0.34
```
Positions in Å, forces in eV/Å.